1) Formula: C3H11NO4
Source: the OMol25 dataset
Level of theory: wB97M-V/def2-TZVPD

Computed properties:
HOMO in eV: -10.33
Kohn-Sham gap in eV: 11.03
Lowest unoccupied orbital energy in eV: 0.69
SMILES: CCNC(=O)O.O.O

Structure (ORCA input):
```
! RIJCOSX wB97M-V def2-TZVPD def2/J DEFGRID3
* xyz 0 1
C -1.144 2.137 -0.180
N 0.060 1.369 0.455
C 0.301 0.086 0.208
O 1.121 -0.457 1.170
O 0.201 -0.573 -0.792
C -2.536 1.620 0.391
H -1.153 2.048 -1.286
H -1.203 3.169 0.205
H 0.431 1.669 1.397
H 1.737 -1.196 0.791
H -3.239 1.607 -0.458
H -2.515 0.577 0.584
H -3.041 2.114 1.217
H 0.362 -3.458 -0.323
H 0.577 -2.244 -1.278
O 0.942 -3.147 -1.058
H 3.261 -1.086 -0.624
H 2.670 -2.461 -0.407
O 3.168 -1.776 -0.012
*
```

2) Formula: C3H11NO4
Source: the OMol25 dataset
Level of theory: wB97M-V/def2-TZVPD

Computed properties:
HOMO in eV: -10.09
Kohn-Sham gap in eV: 10.81
Lowest unoccupied orbital energy in eV: 0.71
SMILES: O=CNCCO.O.O

Structure (ORCA input):
```
! RIJCOSX wB97M-V def2-TZVPD def2/J DEFGRID3
* xyz 0 1
C 0.628 0.990 0.669
N 1.009 -0.095 1.369
C -0.025 -0.775 2.164
C -1.245 -1.547 1.489
O -0.813 -2.329 0.333
O 1.371 1.594 -0.056
H -0.486 1.160 0.938
H 1.893 -0.567 1.186
H 0.380 -1.489 2.920
H -0.318 0.010 2.926
H -1.632 -2.229 2.199
H -1.928 -0.865 1.049
H -0.368 -1.799 -0.374
H 1.205 2.042 -1.845
H 0.281 2.090 -3.270
O 0.931 1.687 -2.712
H -1.747 -0.476 -2.487
H -0.614 0.466 -2.539
O -1.474 0.337 -2.092
*
```

What is the stability order? It is 1), 2), from most stable to least stable.

1) Formula: C3H11NO4
Source: the OMol25 dataset
Level of theory: wB97M-V/def2-TZVPD

Computed properties:
HOMO in eV: -9.68
Kohn-Sham gap in eV: 10.20
Lowest unoccupied orbital energy in eV: 0.51
SMILES: O=CNCCO.O.O

Structure (ORCA input):
```
! RIJCOSX wB97M-V def2-TZVPD def2/J DEFGRID3
* xyz 0 1
C -1.370 0.474 0.062
N -1.023 0.734 1.343
C 0.351 1.111 1.747
C 1.325 -0.066 1.799
O 2.217 -0.117 0.704
O -2.467 0.082 -0.272
H -0.540 0.647 -0.643
H -1.598 0.364 2.083
H 0.574 1.897 1.026
H 0.321 1.637 2.700
H 1.919 0.048 2.712
H 0.772 -1.003 1.932
H 1.796 -0.548 -0.048
H -2.713 0.622 -2.282
H -2.073 0.447 -3.657
O -1.990 0.947 -2.835
H 0.812 -2.749 -2.319
H 2.262 -2.490 -1.948
O 1.425 -2.037 -2.105
*
```

2) Formula: C3H11NO4
Source: the OMol25 dataset
Level of theory: wB97M-V/def2-TZVPD

Computed properties:
HOMO in eV: -9.85
Kohn-Sham gap in eV: 10.37
Lowest unoccupied orbital energy in eV: 0.52
SMILES: CC(=O)NCO.O.O

Structure (ORCA input):
```
! RIJCOSX wB97M-V def2-TZVPD def2/J DEFGRID3
* xyz 0 1
O -0.139 -1.940 -1.068
C 0.095 -1.227 -0.115
N -0.879 -0.558 0.630
C -0.470 0.487 1.589
O -0.180 1.673 0.909
C 1.531 -1.050 0.308
H -1.865 -0.635 0.424
H 0.462 0.162 2.026
H -1.373 0.635 2.204
H -0.437 1.851 -0.010
H 1.808 -1.441 1.275
H 1.839 -0.005 0.310
H 2.200 -1.633 -0.317
H -3.360 -0.887 -2.157
H -2.076 -1.583 -1.595
O -2.977 -1.293 -1.393
H 1.418 3.080 -1.011
H 2.682 2.190 -1.069
O 1.722 2.175 -0.941
*
```

What is the stability order? It is 2), 1), from most stable to least stable.

1) Formula: CHNO3S
Source: the OMol25 dataset
Level of theory: wB97M-V/def2-TZVPD

Computed properties:
HOMO in eV: -10.64
Kohn-Sham gap in eV: 11.09
Lowest unoccupied orbital energy in eV: 0.45

Structure (ORCA input):
```
! RIJCOSX wB97M-V def2-TZVPD def2/J DEFGRID3
* xyz 0 1
C 1.156 0.376 0.624
N 1.228 0.921 -0.507
O 2.258 1.975 -0.319
O 2.039 3.163 1.892
O 1.845 0.566 1.621
S 2.699 2.061 1.300
H 0.589 -0.471 0.813
*
```

2) Formula: CHNO3S
Source: the OMol25 dataset
Level of theory: wB97M-V/def2-TZVPD

Computed properties:
HOMO in eV: -12.62
Kohn-Sham gap in eV: 10.79
Lowest unoccupied orbital energy in eV: -1.82
SMILES: O=S(=O)=O.C#N

Structure (ORCA input):
```
! RIJCOSX wB97M-V def2-TZVPD def2/J DEFGRID3
* xyz 0 1
C -2.629 0.628 -0.275
N -3.503 0.941 0.414
O 0.864 0.093 0.749
O 2.319 -0.446 -1.199
O 2.760 -1.249 1.142
S 2.068 -0.446 0.204
H -1.880 0.479 -1.035
*
```

3) Formula: CHNO3S
Source: the OMol25 dataset
Level of theory: wB97M-V/def2-TZVPD

Computed properties:
HOMO in eV: -11.67
Kohn-Sham gap in eV: 11.52
Lowest unoccupied orbital energy in eV: -0.16
SMILES: O=S(=O)=O.C#N

Structure (ORCA input):
```
! RIJCOSX wB97M-V def2-TZVPD def2/J DEFGRID3
* xyz 0 1
C 1.970 0.186 0.415
N 1.003 -0.319 0.538
O -2.170 -1.336 -0.080
O -2.020 1.114 0.321
O -0.270 -0.096 -0.997
S -1.465 -0.071 -0.280
H 2.953 0.523 0.083
*
```

What is the stability order? It is 2), 1), 3), from most stable to least stable.